1.
14
Properties=species:S:1:pos:R:3 method="wB97M-V/def2-TZVPD" charge=0 lumo_energy_ev=0.3864 max_force_ev_per_a=4.74 homo_energy_ha=-0.3489 e_above_lowest_kcal_mol=68.22 orbital_gap_ev=9.880
C -2.21132 0.96408 -1.01648
N -1.55781 -0.20534 -0.99518
N -1.38874 -0.79201 0.19497
C -0.42687 -0.69118 0.97230
C 0.90016 0.02539 0.86981
Cl 0.67595 1.84168 0.44435
C 1.82119 -0.70871 -0.31506
Cl 3.31166 0.24295 -0.64111
H -2.73215 1.45845 -2.01908
H -2.59165 1.35752 -0.13786
H -0.39244 -1.24245 1.84522
H 1.45310 0.02682 1.91102
H 1.90805 -1.86936 0.00420
H 1.23086 -0.40785 -1.11710

2.
10
Properties=species:S:1:pos:R:3 method="wB97M-V/def2-TZVPD" charge=0 lumo_energy_ev=-0.6723 max_force_ev_per_a=1.91 smiles="O=C[C@H](O)C=S" homo_energy_ha=-0.3365 e_above_lowest_kcal_mol=39.86 orbital_gap_ev=8.485
O -2.37432 -0.82096 -0.22913
C -1.22685 -0.92083 0.11506
C -0.45136 0.36473 0.41902
O -1.18666 1.45613 -0.01780
C 0.82364 0.34366 -0.31879
S 2.25221 -0.24538 0.02242
H -0.69960 -1.90283 0.18842
H -0.37871 0.30064 1.48084
H -2.08588 1.03005 0.02797
H 0.74403 0.69140 -1.37235

3.
13
Properties=species:S:1:pos:R:3 method="wB97M-V/def2-TZVPD" charge=0 lumo_energy_ev=-0.2462 max_force_ev_per_a=8.72 smiles=OCc1ccnnn1 homo_energy_ha=-0.3620 e_above_lowest_kcal_mol=110.31 orbital_gap_ev=9.604
O 2.54967 -0.85602 -0.16704
C 1.55256 0.22061 0.06918
C 0.22960 -0.10592 -0.02263
C -0.71764 0.93838 -0.10613
C -2.01953 0.50620 -0.16600
N -2.42487 -0.87029 0.07983
N -1.47727 -1.73965 -0.02137
N -0.17013 -1.43699 -0.09954
H 2.02116 -1.72532 -0.08704
H 2.07259 1.20364 -0.44659
H 1.57501 0.59864 1.25285
H -0.40705 2.01922 0.07258
H -2.78410 1.24751 -0.35811

4.
20
Properties=species:S:1:pos:R:3 method="wB97M-V/def2-TZVPD" charge=0 lumo_energy_ev=0.8287 max_force_ev_per_a=2.48 homo_energy_ha=-0.2937 e_above_lowest_kcal_mol=55.18 orbital_gap_ev=8.821
N -0.23540 -2.78067 -0.98832
C 0.36368 -1.78739 -0.12169
C 0.75962 -0.58035 -0.53668
N 1.18315 -0.23177 -1.83151
C 1.23494 0.34525 0.57643
C 0.33440 1.55706 0.93625
C -1.14235 1.19002 0.66510
O -2.05205 2.13232 1.23079
H -0.37893 -3.66900 -0.51824
H -1.16621 -2.44909 -1.18284
H 0.43184 -2.08276 0.91495
H 0.59229 0.54619 -2.16225
H 0.97359 -0.92201 -2.55629
H 1.52393 -0.20674 1.47513
H 2.24094 0.66733 0.27573
H 0.51710 1.91968 1.94866
H 0.49008 2.44990 0.32100
H -1.45409 1.22799 -0.38461
H -1.37575 0.17218 0.99277
H -1.86229 2.28567 2.16068

5.
84
Properties=species:S:1:pos:R:3 method="wB97M-V/def2-TZVPD" charge=-2 lumo_energy_ev="3.4493 / 3.4474" multiplicity=4 max_force_ev_per_a=0.55 homo_energy_ha="-0.0139 / -0.0998" e_above_lowest_kcal_mol=29.04 orbital_gap_ev="3.828 / 6.163"
V -0.03009 0.43653 -1.09732
C -4.07078 -1.70988 0.92378
C -2.80744 -2.38390 1.53490
N -1.76429 -1.43508 1.81422
C -2.03719 -0.49475 2.87891
C -1.56277 0.92918 2.57938
N -1.80919 1.37289 1.21403
C -3.14919 1.85145 0.92053
C -4.22150 0.75828 0.95379
N -3.83965 -0.45026 0.23772
H -4.51948 -2.44271 0.24036
H -4.81974 -1.54085 1.70525
H -3.13876 -2.96103 2.41940
H -2.41009 -3.10758 0.82109
H -0.83216 -1.82139 1.84458
H -3.11542 -0.49837 3.04382
H -1.58765 -0.79976 3.83510
H -2.04159 1.59765 3.31605
H -0.48775 0.98379 2.75301
H -1.13113 2.07774 0.95397
H -3.48106 2.63483 1.62671
H -3.10948 2.29660 -0.07414
H -4.47837 0.52507 1.99450
H -5.12726 1.20238 0.51754
H -2.85176 -0.38103 0.01055
O -1.44741 1.68247 -1.73983
C -2.34325 1.54639 -2.65801
C -2.93036 2.70626 -3.23062
C -3.91229 2.62726 -4.18669
C -4.38240 1.38896 -4.63784
C -3.82654 0.24853 -4.09868
C -2.81730 0.29495 -3.13173
C -2.26793 -0.95554 -2.60329
N -1.36389 -1.09050 -1.64224
C -1.13421 -2.44246 -1.49290
C -1.90453 -3.13428 -2.36801
N -2.62889 -2.18405 -3.05787
H -2.55983 3.66037 -2.87699
H -4.32974 3.54078 -4.59666
H -5.16349 1.32422 -5.38309
H -4.21147 -0.70845 -4.43489
H -0.42804 -2.80868 -0.76960
H -2.01033 -4.18705 -2.55539
H -3.21237 -2.35173 -3.85480
O 5.93534 2.15739 7.57255
S 4.53951 2.15535 7.16247
O 4.16215 3.28039 6.32773
O 3.60533 1.87387 8.24653
C 4.37810 0.67626 6.09216
N 4.96326 -0.44065 6.54338
C 4.79003 -1.51050 5.76912
C 4.06944 -1.50880 4.59900
C 3.48638 -0.28747 4.20656
N 3.66932 0.80629 4.98798
C 2.69691 -0.13692 3.01997
C 2.24267 1.14161 2.57732
C 1.47549 1.25640 1.45991
N 1.04804 0.20118 0.68961
C 1.52431 -1.01560 1.08554
C 2.30286 -1.22516 2.18436
H 5.26385 -2.42996 6.11001
H 3.97760 -2.41081 4.01059
H 2.51349 2.02008 3.14594
H 1.15290 2.23958 1.12573
H 1.24195 -1.85702 0.45861
H 2.59850 -2.24196 2.40720
C 3.85325 1.10912 -1.55949
C 3.51572 0.54400 -2.90598
C 4.49295 0.33054 -3.86727
C 4.18837 -0.20774 -5.11239
C 2.86738 -0.53850 -5.39449
C 1.86362 -0.34455 -4.45717
C 0.43578 -0.69840 -4.75777
C 2.17818 0.20178 -3.19273
N 1.20449 0.39469 -2.26831
H 4.85442 1.54240 -1.55682
H 3.80531 0.34730 -0.77669
H 3.12891 1.87257 -1.26629
H 5.51828 0.59556 -3.63068
H 4.96672 -0.36726 -5.84834
H 2.60678 -0.96069 -6.36023
H 0.33941 -1.10288 -5.76781
H -0.21405 0.17697 -4.66605
H 0.05511 -1.43572 -4.04231

6.
23
Properties=species:S:1:pos:R:3 method="wB97M-V/def2-TZVPD" charge=-1 lumo_energy_ev=3.6960 max_force_ev_per_a=4.06 smiles="CCc1nnc(CC)n1N=[N+]([O-])[O-]" homo_energy_ha=-0.1936 e_above_lowest_kcal_mol=9.67 orbital_gap_ev=8.965
C 1.70203 2.37402 0.91644
C 1.74688 1.96264 -0.65275
C 0.65919 1.04247 -0.96248
N -0.37775 1.42601 -1.63477
N -1.23155 0.29851 -1.70196
C -0.66580 -0.65827 -1.05863
C -1.22772 -1.98512 -0.81725
C -2.03458 -2.04253 0.44334
N 0.56072 -0.22283 -0.54293
N 1.36249 -0.96037 0.29066
N 2.44730 -1.43971 -0.20179
O 2.74997 -1.29974 -1.44560
O 3.14063 -2.17566 0.55269
H 0.71632 2.78569 1.09415
H 2.60386 3.07729 1.05474
H 2.07232 1.54668 1.59694
H 2.82637 1.51799 -0.81477
H 1.58613 2.86146 -1.39379
H -1.78258 -2.38371 -1.74606
H -0.32018 -2.70416 -0.77097
H -1.39900 -1.91691 1.33528
H -2.45244 -3.17501 0.71290
H -2.99264 -1.46183 0.24001

7.
26
Properties=species:S:1:pos:R:3 method="wB97M-V/def2-TZVPD" charge=0 lumo_energy_ev=0.9982 max_force_ev_per_a=1.38 smiles=Cc1ccccc1.CCC homo_energy_ha=-0.3326 e_above_lowest_kcal_mol=10.90 orbital_gap_ev=10.049
C -2.00329 -2.71463 0.26211
C -1.14391 -2.00507 -0.73068
C 0.03156 -2.58453 -1.18407
C 0.92221 -1.86384 -1.96106
C 0.68572 -0.52794 -2.21013
C -0.50631 0.05220 -1.81466
C -1.40403 -0.66907 -1.05446
H -2.96919 -3.02348 -0.14941
H -2.30827 -2.17459 1.15242
H -1.52337 -3.62776 0.62258
H 0.16909 -3.64151 -0.98345
H 1.78807 -2.35360 -2.38952
H 1.34653 0.11332 -2.76586
H -0.74955 1.09031 -2.01130
H -2.32367 -0.24531 -0.67130
C 1.32557 0.93379 1.43294
C 1.08747 2.36195 1.95638
C 0.33036 3.32914 1.04724
H 1.01486 0.26861 2.23576
H 0.77908 0.67952 0.52678
H 2.37459 0.70905 1.25620
H 2.04088 2.84620 2.17936
H 0.54774 2.29703 2.90190
H 0.72550 3.34022 0.02234
H 0.46584 4.35521 1.38624
H -0.70349 3.05478 0.94364

8.
32
Properties=species:S:1:pos:R:3 method="wB97M-V/def2-TZVPD" charge=-1 lumo_energy_ev=2.3550 max_force_ev_per_a=3.03 homo_energy_ha=-0.1835 orbital_gap_ev=7.348
C 0.31569 -2.51251 4.67517
C 0.61386 -2.86305 3.56505
C 0.96421 -3.33400 2.25664
Nb 2.04062 -1.70676 1.06678
N 3.38463 -1.24013 2.57133
C 2.93125 0.09583 -0.08719
Br 4.84649 0.02321 -0.26644
C 2.37647 1.17060 -0.63150
C 3.03878 2.30659 -1.33641
Br 0.50259 1.38839 -0.55300
H 0.06861 -1.95560 5.53608
H 0.04890 -3.61292 1.74315
H 1.62150 -4.19349 2.35588
H 0.80395 -0.55967 1.80954
H 0.86206 -1.82886 -0.33381
H 3.14054 -2.97084 0.24900
H 3.73676 -0.29493 2.48007
H 4.16361 -1.89157 2.50516
H 3.87694 1.94788 -1.91870
H 2.35425 2.82853 -1.98871
H 3.43159 3.00838 -0.60685
C -3.10043 1.14898 -1.64278
C -3.44584 1.79365 -2.96596
O -4.84088 1.49046 -3.14471
S -5.57323 1.46631 -1.72737
O -6.20324 2.71546 -1.49426
O -6.31102 0.26089 -1.63449
O -4.26587 1.38774 -0.82861
H -2.95437 0.07350 -1.74249
H -2.22582 1.59403 -1.18287
H -2.87724 1.38611 -3.79542
H -3.32535 2.87780 -2.93227